Entry 1:
Computed, not measured: a 12-piece molecular cluster, C36H96O36S12 overall at a distorted geometry, with ωB97M-V/def2-TZVPD.

Geometry as ORCA input:
```
! wB97M-V def2-TZVPD RIJCOSX def2/J DEFGRID3
* xyz 0 1
C -6.1273 8.0990 -0.7211
C -5.4284 7.7890 0.5700
O -4.5361 6.6392 0.3031
S -3.1053 6.6334 0.9642
C -2.3162 8.0483 0.1877
O -3.1568 6.8304 2.3540
O -2.4451 5.4877 0.4179
H -7.0448 8.6818 -0.5740
H -6.4848 7.2319 -1.2802
H -5.5292 8.7021 -1.4038
H -4.8218 8.6425 0.8766
H -6.0736 7.4415 1.3714
H -2.9046 8.3690 -0.6736
H -1.3382 7.7517 -0.1577
H -2.3601 8.8678 0.8997
C 3.5339 2.3164 1.0233
C 4.9327 2.8596 1.0045
O 5.8855 1.8208 1.4025
S 7.2096 1.6936 0.5358
C 6.5468 0.9037 -0.9077
O 7.7203 2.9779 0.2154
O 7.9956 0.7477 1.2137
H 3.2060 2.0680 2.0288
H 3.3916 1.4577 0.3688
H 2.8976 3.1238 0.6444
H 5.1639 3.2871 0.0239
H 5.0932 3.7187 1.6602
H 5.9127 1.5893 -1.4604
H 6.0399 0.0136 -0.5487
H 7.3701 0.6109 -1.5575
C -5.5337 5.8188 -7.3792
C -4.3909 5.2924 -6.5634
O -4.6830 4.0065 -6.0344
S -3.4584 3.0355 -5.7016
C -3.1842 3.4575 -3.9944
O -3.9344 1.7080 -5.8158
O -2.3800 3.4421 -6.5422
H -6.4430 5.9217 -6.7826
H -5.7483 5.1557 -8.2170
H -5.3257 6.8205 -7.7546
H -3.4557 5.2673 -7.1161
H -4.2553 5.9576 -5.7058
H -4.0718 3.9077 -3.5753
H -2.3118 4.0960 -3.9224
H -3.0004 2.5023 -3.5070
C 0.4698 5.6950 0.6462
C 1.7184 6.5037 0.9275
O 2.8629 5.8369 0.3240
S 3.9896 6.6604 -0.4397
C 3.2086 7.1915 -1.9331
O 4.2275 7.8075 0.3535
O 5.0283 5.7332 -0.6923
H 0.5742 4.6114 0.6849
H -0.0688 6.0215 -0.2460
H -0.3550 5.7966 1.3619
H 1.5782 7.5387 0.6196
H 1.8714 6.4718 2.0066
H 3.8830 7.9270 -2.3631
H 2.2573 7.6863 -1.7340
H 2.9601 6.3635 -2.5919
C 4.4615 -2.4684 -2.0760
C 3.9186 -3.8025 -2.5490
O 2.5617 -3.9716 -2.0751
S 1.4533 -4.0424 -3.2133
C 1.5705 -2.4296 -3.9460
O 1.8417 -5.0157 -4.1705
O 0.2353 -4.1390 -2.5040
H 5.3595 -2.1359 -2.5959
H 4.7417 -2.6101 -1.0282
H 3.7241 -1.6673 -2.0968
H 4.0029 -3.9152 -3.6314
H 4.4243 -4.6638 -2.1175
H 0.8003 -2.3700 -4.7137
H 2.5180 -2.2128 -4.4308
H 1.3639 -1.7380 -3.1303
C -0.6023 1.9869 -1.3817
C -0.0772 0.6288 -0.9503
O 0.6239 0.6957 0.3018
S 1.1661 -0.6842 0.8383
C -0.2769 -1.6417 1.1654
O 1.9260 -1.3658 -0.1597
O 1.8033 -0.3842 2.0622
H -1.2576 2.3324 -0.5768
H -1.1773 1.8923 -2.2944
H 0.2153 2.6862 -1.5528
H -0.9254 -0.0637 -0.9914
H 0.6018 0.3030 -1.7417
H -0.8109 -1.8335 0.2371
H -0.8913 -1.1826 1.9305
H 0.0375 -2.6324 1.5012
C -5.1595 -3.1560 3.6177
C -3.7328 -3.0260 3.1377
O -3.4973 -1.8081 2.3337
S -4.0983 -1.7704 0.8560
C -5.6740 -0.9674 0.9943
O -3.2429 -0.8638 0.1791
O -4.2688 -3.1034 0.4092
H -5.1497 -3.9517 4.3658
H -5.8752 -3.4489 2.8513
H -5.4665 -2.2052 4.0502
H -3.1234 -2.7284 3.9977
H -3.2433 -3.8792 2.6763
H -6.3320 -1.4264 1.7211
H -6.0540 -0.9935 -0.0264
H -5.5886 0.0837 1.2673
C 0.5925 2.5364 3.0344
C -0.8264 2.9667 3.2878
O -1.1699 2.6933 4.6517
S -2.6497 2.2781 4.9974
C -2.7686 0.6100 4.3598
O -2.7285 2.1467 6.4213
O -3.5530 3.1489 4.3373
H 0.8440 1.4907 3.2322
H 1.3483 3.0848 3.6030
H 0.7970 2.5738 1.9628
H -1.0463 3.9809 2.9548
H -1.3912 2.3364 2.5799
H -2.7171 0.6724 3.2773
H -3.7495 0.2752 4.6873
H -2.0062 -0.0084 4.8184
C 3.2029 2.6761 -2.5716
C 2.6473 2.1974 -3.8988
O 1.6509 1.1661 -3.6557
S 0.4166 1.0403 -4.6487
C 1.1276 0.2294 -6.0678
O -0.4359 0.1024 -4.0438
O 0.0057 2.3059 -5.1134
H 3.8648 3.5331 -2.7073
H 3.7212 1.9033 -2.0037
H 2.3781 3.0206 -1.9415
H 2.2140 3.0800 -4.3768
H 3.4230 1.7500 -4.5276
H 1.4841 -0.7258 -5.7102
H 1.9028 0.8770 -6.4752
H 0.3188 0.2831 -6.7931
C -1.8725 -3.9703 6.5631
C -0.6508 -4.8562 6.5332
O 0.3745 -4.4112 5.6177
S 0.2206 -4.8427 4.1006
C 1.1094 -6.3969 4.0461
O -1.1438 -5.1301 3.7925
O 0.8894 -3.9109 3.2520
H -1.5974 -2.9675 6.8933
H -2.6417 -4.3779 7.2160
H -2.2939 -3.9071 5.5619
H -0.1491 -4.8840 7.4979
H -0.9571 -5.8780 6.2944
H 1.2393 -6.5763 2.9831
H 0.4551 -7.1446 4.4873
H 2.0078 -6.2996 4.6435
C 5.4736 -6.8878 3.5184
C 5.1712 -6.8486 2.0348
O 3.7068 -6.6135 1.9713
S 3.0502 -5.9103 0.6768
C 3.3999 -4.2205 1.1151
O 3.8042 -6.3861 -0.4395
O 1.6718 -6.1602 0.9078
H 5.1546 -5.9862 4.0364
H 6.5515 -7.0131 3.6709
H 4.9948 -7.7475 3.9850
H 5.7814 -6.1358 1.4788
H 5.1953 -7.8271 1.5497
H 3.2315 -4.1262 2.1808
H 2.6964 -3.6112 0.5518
H 4.4333 -4.0081 0.8575
C -2.1289 -5.4643 -0.5604
C -1.4577 -6.7030 0.0314
O -2.3100 -7.8282 -0.1901
S -1.5286 -9.2193 -0.2152
C -2.9242 -10.2517 -0.5612
O -0.6431 -9.2306 -1.3232
O -1.0908 -9.4655 1.1164
H -2.0772 -5.5426 -1.6439
H -1.5993 -4.5596 -0.2495
H -3.1164 -5.3022 -0.1281
H -0.4753 -6.7829 -0.4248
H -1.3720 -6.4755 1.0971
H -3.2465 -10.1064 -1.5856
H -3.7166 -9.9398 0.1131
H -2.5985 -11.2661 -0.3588
*
```

Energy above the lowest of the compared OMol25 structures with the same formula, charge and spin (kcal/mol): 72.8
E_tot (eV): -242615.6730
E_LUMO (eV): -0.283
Largest force on an atom (eV Å⁻¹): 2.94
Orbital gap (eV): 9.8

---

Entry 2:
Computed, not measured: a 10-piece molecular cluster, C36H97N5O18 overall at a distorted geometry, with ωB97M-V/def2-TZVPD.

Geometry as ORCA input:
```
! wB97M-V def2-TZVPD RIJCOSX def2/J DEFGRID3
* xyz 0 1
C -13.2873 -7.0036 -7.7323
O -12.0446 -6.9411 -8.3549
C -11.0066 -7.3545 -7.4982
C -9.6353 -7.1360 -8.1046
C -9.4750 -8.0825 -9.2844
N -8.5883 -7.4389 -7.1135
H -13.3309 -6.3592 -6.8439
H -13.5424 -8.0147 -7.3870
H -14.0447 -6.6641 -8.4335
H -11.0491 -6.8725 -6.5027
H -11.1647 -8.4287 -7.2914
H -9.4769 -6.1003 -8.4180
H -9.5951 -9.1146 -8.9556
H -8.5368 -7.9396 -9.8172
H -10.2716 -7.8354 -9.9905
H -8.3594 -8.4293 -7.1244
H -8.8739 -7.2285 -6.1606
C -14.9097 2.0486 -11.5191
O -15.0365 0.8572 -10.7822
C -13.8013 0.4243 -10.2787
C -12.7838 -0.0992 -11.2877
C -13.3993 -1.1601 -12.1863
N -11.5488 -0.5603 -10.6594
H -14.2752 1.9004 -12.3958
H -14.4408 2.8178 -10.8871
H -15.8881 2.4152 -11.8097
H -13.3252 1.2201 -9.6712
H -14.0149 -0.3610 -9.5395
H -12.4962 0.7292 -11.9478
H -12.6719 -1.6901 -12.8066
H -14.1005 -0.7179 -12.8968
H -13.9247 -1.9300 -11.6116
H -11.7465 -1.1799 -9.8722
H -11.0282 0.2271 -10.2362
C -9.3024 -1.9020 -17.0183
O -9.8421 -3.1973 -17.1628
C -9.9672 -3.8984 -15.9482
C -11.2323 -3.4303 -15.2287
N -12.4379 -3.5922 -16.0513
C -12.7899 -4.9933 -16.2262
C -13.9645 -5.1043 -17.1530
O -13.5658 -4.4463 -18.3719
C -14.6367 -4.0301 -19.1972
H -8.2142 -1.8871 -17.0466
H -9.7376 -1.2801 -16.2298
H -9.6741 -1.4034 -17.9255
H -9.0909 -3.6027 -15.3518
H -9.9474 -4.9821 -16.0295
H -11.1597 -2.3786 -14.9634
H -11.3304 -4.0390 -14.3251
H -12.1806 -3.2879 -16.9921
H -13.0370 -5.4504 -15.2580
H -11.9882 -5.6493 -16.6041
H -14.8294 -4.5639 -16.7534
H -14.2034 -6.1298 -17.4605
H -14.2726 -3.1922 -19.7908
H -15.4957 -3.6621 -18.6230
H -14.9392 -4.8662 -19.8392
C -2.8462 -5.3015 -13.2408
O -3.2748 -4.0407 -12.7874
C -3.6435 -4.0415 -11.4346
C -4.1592 -2.6831 -11.0323
N -3.1658 -1.6574 -11.2210
C -3.5160 -0.3504 -10.6554
C -4.9310 0.1114 -10.9303
O -5.0958 0.2717 -12.3204
C -6.3334 0.8347 -12.6570
H -2.0603 -5.2088 -13.9912
H -3.6926 -5.8474 -13.6834
H -2.4298 -5.9231 -12.4391
H -2.8392 -4.2850 -10.7282
H -4.4384 -4.7811 -11.2682
H -4.2281 -2.7728 -9.9331
H -5.1789 -2.4317 -11.3283
H -2.9625 -1.5152 -12.2048
H -2.7986 0.3397 -11.1048
H -3.2895 -0.3780 -9.5831
H -5.0952 1.0575 -10.3803
H -5.6821 -0.5742 -10.5053
H -7.1423 0.1199 -12.4718
H -6.2700 1.1466 -13.6987
H -6.6041 1.7476 -12.1015
C -9.2015 2.0348 -10.7763
O -9.7320 1.4858 -9.5908
C -9.9380 2.4831 -8.6002
C -10.7313 1.9387 -7.4577
N -9.9195 0.9720 -6.6650
C -10.7496 0.3779 -5.6278
C -11.6813 -0.7540 -6.0391
O -11.0365 -1.4844 -7.0551
C -11.5355 -2.7707 -7.2549
H -9.7339 2.9451 -11.0836
H -9.3265 1.3190 -11.5878
H -8.1438 2.2801 -10.6253
H -10.4538 3.3534 -9.0299
H -8.9286 2.8354 -8.3440
H -11.5716 1.3819 -7.9005
H -11.0402 2.7608 -6.8139
H -9.8721 0.1920 -7.3318
H -11.3447 1.1533 -5.1209
H -10.1492 0.0618 -4.7680
H -12.6876 -0.4535 -6.3624
H -11.8678 -1.4243 -5.1875
H -12.5994 -2.8251 -7.5165
H -11.3388 -3.4191 -6.3922
H -10.9867 -3.2254 -8.0810
O -4.1268 -7.5094 -9.7365
C -5.4641 -7.2210 -10.2088
C -6.1092 -6.1039 -9.4496
O -6.1644 -6.3232 -8.0364
H -4.1341 -7.3078 -8.7864
H -5.3247 -6.9681 -11.2637
H -6.0780 -8.1291 -10.0995
H -7.0512 -5.7475 -9.8879
H -5.5547 -5.1520 -9.4975
H -7.0561 -6.7270 -7.7975
O -6.8936 -1.5866 -14.6700
C -5.7855 -2.3897 -14.2712
C -5.2471 -3.1829 -15.4218
O -4.3564 -2.4078 -16.2354
H -6.5714 -0.7299 -14.9644
H -5.0113 -1.8186 -13.7617
H -6.1844 -3.0779 -13.5190
H -6.0102 -3.5841 -16.0972
H -4.6423 -4.0397 -15.1267
H -4.7811 -1.5613 -16.4092
O -10.0456 -2.5752 -12.1031
C -8.6890 -2.5735 -11.7926
C -8.4458 -2.9730 -10.3416
O -7.1224 -2.6926 -9.9383
H -10.5529 -1.8551 -11.6503
H -8.2008 -3.3237 -12.4158
H -8.2625 -1.5834 -11.9773
H -8.8559 -3.9731 -10.1326
H -9.1000 -2.2715 -9.7824
H -7.1111 -2.4606 -8.9877
O -7.4241 -4.3394 -5.8677
C -8.2490 -3.2174 -6.1663
C -7.4247 -1.9775 -6.2423
O -6.4401 -2.0672 -7.3037
H -6.8065 -4.4016 -6.6155
H -8.7225 -3.4144 -7.1390
H -9.0232 -3.1372 -5.4104
H -6.9128 -1.7513 -5.3015
H -8.0233 -1.0842 -6.4499
H -5.9033 -1.2719 -7.2500
O -8.0003 -6.5919 -12.0952
C -9.0075 -5.9633 -12.9059
C -9.8368 -6.9269 -13.6975
O -9.1233 -7.4641 -14.7999
H -7.2290 -6.5783 -12.6727
H -9.7093 -5.3832 -12.2884
H -8.5109 -5.2045 -13.5172
H -10.7261 -6.4583 -14.1262
H -10.2466 -7.7443 -13.0918
H -8.5014 -8.1380 -14.5138
*
```

Energy above the lowest of the compared OMol25 structures with the same formula, charge and spin (kcal/mol): 0.0
E_tot (eV): -83203.0923
E_LUMO (eV): 0.391
Largest force on an atom (eV Å⁻¹): 2.26
Orbital gap (eV): 8.8

---

no.,M (u)
1,1489.9
2,888.2